DFT (ωB97M-V/def2-TZVPD) results for C16H40IrN7OS as an isolated structure.

The geometry in XYZ format:
```
66
C16H40IrN7OS, DFT ωB97M-V/def2-TZVPD
Ir 0.075 0.140 -0.303
C 1.542 3.489 -1.116
C 0.479 3.439 -0.016
N 0.488 2.227 0.821
C 1.623 2.193 1.758
C 1.797 0.797 2.337
N 1.981 -0.152 1.230
C 2.395 -1.485 1.681
C 2.924 -2.337 0.535
C 1.856 -2.788 -0.459
N 1.270 -1.713 -1.279
C 2.177 -1.235 -2.339
C 1.725 0.117 -2.882
N 1.687 1.092 -1.790
C 1.384 2.453 -2.223
H 1.438 4.467 -1.588
H 2.547 3.446 -0.693
H 0.626 4.322 0.619
H -0.505 3.523 -0.474
H -0.369 2.238 1.378
H 2.533 2.474 1.224
H 1.489 2.920 2.566
H 2.666 0.793 3.002
H 0.925 0.510 2.927
H 2.758 0.204 0.674
H 3.194 -1.389 2.428
H 1.557 -1.983 2.168
H 3.740 -1.820 0.031
H 3.355 -3.239 0.967
H 2.309 -3.540 -1.116
H 1.048 -3.275 0.087
H 0.460 -2.120 -1.744
H 3.184 -1.140 -1.932
H 2.225 -1.955 -3.163
H 2.417 0.437 -3.672
H 0.730 0.052 -3.330
H 2.614 1.108 -1.358
H 2.066 2.731 -3.037
H 0.372 2.490 -2.631
C -2.944 0.176 -1.047
N -2.322 -1.086 -0.638
C -2.091 -1.905 -1.841
C -3.221 -1.866 0.235
C -3.538 -1.287 1.618
N -2.394 -0.882 2.372
C -2.553 0.114 3.378
C -1.172 -1.571 2.225
H -3.750 -0.008 -1.776
H -1.686 0.809 -2.533
H -3.359 0.675 -0.171
H -3.034 -2.156 -2.336
H -1.606 -2.841 -1.576
H -1.474 -1.364 -2.554
H -2.773 -2.856 0.344
H -4.188 -2.009 -0.267
H -4.089 -2.075 2.159
H -4.235 -0.448 1.557
H -3.100 -0.274 4.247
H -3.132 0.959 3.003
H -1.583 0.463 3.728
H -0.564 -1.477 3.124
H -0.587 -1.143 1.345
H -1.335 -2.629 2.013
O -1.611 3.376 -2.625
S -2.538 2.756 -1.703
N -1.906 1.054 -1.569
```

Output
* charge: +3
* orbital gap (spin up / spin down): 0.17904 / 0.18676 hartree
* spin multiplicity: 2

=====

DFT (ωB97M-V/def2-TZVPD) results for a 11-piece molecular cluster, C16H40N8O27S3 overall.

The geometry in XYZ format:
```
94
C16H40N8O27S3, DFT ωB97M-V/def2-TZVPD
C -3.425 -0.797 -1.849
N -4.540 -0.854 -2.799
O -5.503 -1.585 -2.599
O -4.407 -0.144 -3.690
H -3.782 -0.114 -1.078
H -2.545 -0.497 -2.418
H -3.242 -1.750 -1.354
C -1.025 -0.010 0.494
N 0.348 -0.328 1.058
O 0.515 -0.194 2.237
O 1.224 -0.786 0.310
H -1.721 -0.360 1.256
H -1.129 -0.544 -0.451
H -1.130 1.039 0.216
C 0.605 1.029 4.806
N -0.740 0.325 4.771
O -0.802 -0.793 5.269
O -1.714 0.859 4.229
H 1.402 0.289 4.744
H 0.501 1.469 5.797
H 0.668 1.684 3.937
C 3.131 -2.085 3.704
N 1.889 -2.967 3.927
O 1.551 -3.287 5.079
O 1.409 -3.401 2.858
H 3.891 -2.696 3.216
H 3.365 -1.466 4.571
H 2.952 -1.326 2.943
C 0.839 -3.150 -2.890
N -0.525 -2.868 -2.400
O -0.802 -2.775 -1.205
O -1.395 -2.599 -3.293
H 0.871 -3.322 -3.966
H 1.247 -4.031 -2.394
H 1.414 -2.272 -2.597
C -1.059 4.086 -2.419
N -1.351 2.656 -2.725
O -0.857 2.180 -3.741
O -2.102 2.156 -1.928
H -0.002 4.253 -2.215
H -1.717 4.325 -1.583
H -1.321 4.540 -3.374
C 3.992 -1.789 -1.002
N 3.962 -3.217 -0.577
O 5.054 -3.863 -0.496
O 2.896 -3.713 -0.337
H 4.446 -1.204 -0.201
H 2.975 -1.415 -1.122
H 4.530 -1.633 -1.937
C 2.306 2.287 -4.990
C 2.821 0.851 -5.112
O 2.258 0.335 -3.965
S 2.447 1.381 -2.671
O 3.776 1.186 -2.186
O 1.266 1.332 -1.807
O 2.367 2.677 -3.647
H 1.300 2.544 -5.320
H 2.995 2.833 -5.635
H 3.901 0.799 -4.969
H 2.591 0.324 -6.038
C -0.918 -4.504 1.268
C -1.870 -4.991 0.243
O -3.119 -4.345 0.477
S -3.159 -3.444 1.853
O -3.531 -4.182 3.011
O -3.921 -2.165 1.703
O -1.514 -3.324 1.699
H 0.088 -4.281 0.913
H -1.057 -5.174 2.117
H -2.073 -6.042 0.447
H -1.619 -4.928 -0.816
C 3.541 2.696 1.984
C 4.099 3.240 0.622
O 2.918 3.735 0.023
S 1.662 3.949 0.999
O 0.569 3.101 0.643
O 1.298 5.375 1.124
O 2.413 3.402 2.337
H 4.296 2.777 2.766
H 3.104 1.698 2.017
H 4.632 2.410 0.157
H 4.830 4.047 0.646
C -4.708 2.524 -0.249
O -5.748 1.914 -0.480
N -4.068 2.348 0.931
C -2.972 3.137 1.404
C -4.383 1.249 1.837
H -4.233 3.274 -0.900
H -3.260 3.637 2.329
H -2.615 3.915 0.730
H -2.063 2.563 1.579
H -5.153 0.612 1.402
H -3.504 0.616 1.958
H -4.828 1.556 2.783
```

Output
* charge: 0
* SMILES: C[N+](=O)[O-].C[N+](=O)[O-].C[N+](=O)[O-].C[N+](=O)[O-].C[N+](=O)[O-].C[N+](=O)[O-].C[N+](=O)[O-].O=S1(=O)OCCO1.O=S1(=O)OCCO1.O=S1(=O)OCCO1.CN(C)C=O
* orbital gap: 0.30450 hartree

=====

DFT (ωB97M-V/def2-TZVPD) results for a 3-piece molecular cluster, C16H41BO9P2 overall.

The geometry in XYZ format:
```
69
C16H41BO9P2, DFT ωB97M-V/def2-TZVPD
B -2.511 -4.337 6.156
C -3.083 -2.885 5.653
O -3.814 -2.344 6.778
C -5.034 -1.694 6.387
C -6.142 -2.669 5.802
C -6.063 -4.142 6.424
H -1.655 -4.297 6.984
H -2.961 -5.370 5.761
H -2.147 -2.287 5.391
H -3.671 -2.958 4.698
H -4.883 -0.860 5.630
H -5.508 -1.181 7.278
H -5.928 -2.758 4.693
H -7.193 -2.314 5.951
H -7.088 -4.596 6.297
H -5.744 -4.114 7.504
H -5.373 -4.751 5.783
O -0.384 -0.264 1.594
P -0.515 1.121 2.226
O -2.158 1.172 2.402
C -2.759 0.415 3.446
C -2.565 1.091 4.790
O -0.391 1.990 0.815
C 0.343 1.473 -0.294
C -0.591 0.840 -1.309
O -0.405 2.597 3.065
C 0.882 3.235 3.135
C 1.052 4.271 2.036
H -2.348 -0.601 3.458
H -3.824 0.340 3.221
H -1.511 1.087 5.081
H -3.135 0.576 5.566
H -2.883 2.134 4.744
H 1.110 0.772 0.039
H 0.866 2.312 -0.763
H -1.252 0.103 -0.850
H -0.025 0.352 -2.106
H -1.235 1.600 -1.757
H 1.682 2.491 3.106
H 0.930 3.733 4.106
H 1.402 3.803 1.114
H 1.798 5.017 2.316
H 0.108 4.768 1.809
O 1.929 1.119 -5.006
P 2.954 0.150 -5.599
O 3.969 0.197 -4.296
C 3.626 -0.551 -3.135
C 3.908 -2.030 -3.331
O 3.738 1.292 -6.516
C 3.021 2.391 -7.074
C 3.191 3.632 -6.217
O 4.050 -0.982 -6.240
C 3.863 -1.401 -7.603
C 4.717 -0.584 -8.560
H 2.573 -0.387 -2.878
H 4.232 -0.167 -2.313
H 3.240 -2.459 -4.082
H 3.769 -2.577 -2.396
H 4.930 -2.183 -3.683
H 1.969 2.141 -7.214
H 3.435 2.582 -8.069
H 2.941 3.441 -5.173
H 2.559 4.444 -6.584
H 4.232 3.965 -6.235
H 2.806 -1.355 -7.878
H 4.172 -2.447 -7.653
H 4.210 0.341 -8.838
H 4.902 -1.136 -9.483
H 5.669 -0.308 -8.105
```

Output
* charge: 0
* SMILES: CCOP(=O)(OCC)OCC.CCOP(=O)(OCC)OCC.BCOCCC
* orbital gap: 0.29333 hartree

=====

DFT (ωB97M-V/def2-TZVPD) results for a 7-piece molecular cluster, C16H41F2N6O12S2 overall.

The geometry in XYZ format:
```
79
C16H41F2N6O12S2, DFT ωB97M-V/def2-TZVPD
N 1.534 0.314 -0.158
S 0.265 -0.546 -0.307
O -0.492 -0.581 -1.560
O -0.420 -0.804 0.918
F 1.124 -1.839 -0.588
S 0.618 1.808 -0.097
O -0.148 2.121 1.148
O 0.060 2.336 -1.352
F 1.902 2.782 -0.019
C 5.206 -1.513 1.966
C 3.686 -1.420 1.920
O 2.965 -2.413 1.724
N 3.235 0.024 1.818
H 4.089 0.526 1.619
H 2.740 0.122 0.944
C 2.566 0.424 3.083
H 5.734 -1.061 1.127
H 5.688 -2.489 2.018
H 5.569 -0.973 2.840
H 3.151 0.282 3.992
H 1.658 -0.179 3.046
H 2.132 1.412 2.934
C -3.024 1.068 -2.623
C -3.831 2.194 -3.191
O -3.963 2.423 -4.369
N -4.023 3.423 -2.232
H -4.751 4.029 -2.584
H -4.399 3.078 -1.360
C -2.715 4.237 -2.114
H -2.814 0.350 -3.416
H -3.593 0.757 -1.747
H -2.049 1.442 -2.311
H -2.900 5.309 -2.044
H -1.872 3.996 -2.761
H -2.329 3.961 -1.132
C 1.738 0.204 -3.606
C 3.115 0.707 -3.216
O 3.857 1.424 -3.935
N 3.634 0.224 -1.809
H 2.891 0.212 -1.125
H 3.907 -0.741 -1.926
C 4.848 1.051 -1.272
H 1.591 0.421 -4.664
H 0.928 0.604 -2.996
H 1.693 -0.885 -3.624
H 5.595 1.141 -2.060
H 5.332 0.572 -0.420
H 4.689 2.069 -0.918
C -2.318 2.573 7.415
C -2.367 2.486 5.949
O -2.313 3.409 5.237
N -2.042 1.041 5.438
H -1.210 0.667 5.872
H -2.876 0.504 5.625
C -1.796 0.900 3.932
H -2.681 3.568 7.673
H -1.301 2.346 7.734
H -2.993 1.893 7.935
H -0.920 1.502 3.689
H -2.653 1.239 3.349
H -1.526 -0.150 3.819
C -1.624 -6.853 -4.669
C -0.778 -6.729 -3.431
O -0.079 -7.591 -2.878
N -1.106 -5.428 -2.688
H -1.524 -4.723 -3.278
H -1.886 -5.686 -2.101
C 0.099 -4.797 -1.905
H -2.586 -7.349 -4.542
H -1.200 -7.714 -5.186
H -1.874 -5.989 -5.284
H 0.276 -5.545 -1.133
H -0.289 -4.001 -1.269
H 1.070 -4.711 -2.393
O -2.786 3.624 1.029
C -3.543 2.530 0.720
O -4.758 2.640 0.503
O -2.921 1.469 0.458
H -1.918 3.270 0.820
```

Output
* charge: +2
* orbital gap (spin up / spin down): 0.12162 / 0.20107 hartree
* spin multiplicity: 2

=====

DFT (ωB97M-V/def2-TZVPD) results for a 3-piece molecular cluster, C16H41F5N8O6P3S overall.

The geometry in XYZ format:
```
80
C16H41F5N8O6P3S, DFT ωB97M-V/def2-TZVPD
N 0.177 -0.852 -0.668
P 1.107 0.265 -1.303
C 0.148 1.621 -2.149
N -0.134 1.236 -3.554
S -1.706 1.222 -4.036
O -2.063 2.484 -4.594
O -1.820 0.197 -5.040
C -2.883 0.684 -2.702
F -3.929 0.141 -3.341
F -2.382 -0.289 -1.945
C -3.448 1.786 -1.733
F -2.904 1.719 -0.508
F -4.780 1.533 -1.585
F -3.354 3.031 -2.144
C 1.149 2.847 -2.214
O 0.880 3.742 -3.031
O 2.165 2.825 -1.476
H 0.360 -1.771 -1.052
H 1.897 0.800 -0.272
H 2.001 -0.344 -2.222
H -0.713 1.951 -1.569
H 0.339 0.385 -3.842
O -4.141 0.880 4.682
P -5.492 1.224 4.086
N -4.984 1.382 2.452
C -5.487 2.274 1.437
C -4.505 0.150 1.822
N -5.656 2.757 4.898
C -5.051 3.952 4.332
C -5.353 2.680 6.324
N -7.181 1.270 3.705
C -7.767 0.050 3.162
C -8.090 2.396 3.745
H -6.428 1.912 0.988
H -4.771 2.357 0.628
H -5.649 3.289 1.793
H -5.342 -0.444 1.426
H -3.959 -0.474 2.529
H -3.825 0.361 1.001
H -4.018 3.784 4.002
H -5.042 4.761 5.065
H -5.641 4.334 3.496
H -4.275 2.695 6.517
H -5.765 1.768 6.761
H -5.807 3.527 6.849
H -7.925 0.131 2.079
H -8.724 -0.183 3.636
H -7.112 -0.806 3.339
H -7.884 3.112 2.944
H -8.062 2.918 4.698
H -9.123 2.060 3.619
O 4.318 -2.859 -2.167
P 5.735 -3.224 -1.731
N 5.932 -1.792 -0.788
C 7.100 -0.955 -0.657
C 5.154 -1.753 0.446
N 6.350 -3.049 -3.359
C 6.631 -1.728 -3.898
C 5.595 -3.827 -4.338
N 7.327 -3.803 -1.319
C 7.482 -4.414 -0.004
C 8.569 -3.671 -2.054
H 7.854 -1.369 0.033
H 6.808 0.022 -0.269
H 7.585 -0.756 -1.609
H 5.686 -2.250 1.270
H 4.186 -2.242 0.327
H 4.943 -0.725 0.750
H 5.825 -1.012 -3.699
H 6.776 -1.778 -4.978
H 7.571 -1.335 -3.505
H 4.668 -3.324 -4.636
H 5.336 -4.810 -3.939
H 6.201 -3.988 -5.235
H 7.981 -3.732 0.696
H 8.059 -5.341 -0.056
H 6.510 -4.672 0.420
H 8.939 -2.642 -2.043
H 8.478 -4.000 -3.085
H 9.348 -4.298 -1.608
```

Output
* charge: -1
* orbital gap: 0.21008 hartree

=====

DFT (ωB97M-V/def2-TZVPD) results for a 10-piece molecular cluster, C16H42BrN3O11S overall.

The geometry in XYZ format:
```
74
C16H42BrN3O11S, DFT ωB97M-V/def2-TZVPD
C 0.818 4.903 1.411
C 0.322 4.469 -0.043
C -0.185 5.822 -0.819
C -0.809 3.361 -0.157
C -1.387 2.692 1.160
C -1.341 1.067 1.133
C -0.974 0.247 2.427
Br -0.553 1.071 4.173
C -0.905 -1.322 2.346
C -1.173 -2.161 1.048
O -1.027 -3.596 1.122
C 0.336 -3.826 0.586
C 1.423 -4.148 1.724
N 2.184 -2.962 2.222
C 3.573 -2.888 1.681
C 3.735 -2.044 0.324
C 3.318 -0.497 0.430
O 3.089 -2.671 -0.840
C -1.586 -1.395 -0.267
N -1.914 -1.990 -1.563
S -2.259 -0.610 -2.549
N -2.045 0.674 -1.447
C -1.648 0.201 -0.142
H -0.037 5.043 2.161
H 1.445 5.872 1.297
H 1.584 4.109 1.774
H 1.251 4.125 -0.644
H 0.354 6.748 -0.376
H -1.320 5.956 -0.773
H 0.137 5.756 -1.931
H -0.412 2.516 -0.845
H -1.699 3.815 -0.747
H -2.519 2.942 1.223
H -0.939 2.993 2.161
H -0.641 -1.954 3.277
H 0.371 -4.685 -0.173
H 0.677 -2.882 0.023
H 2.134 -4.997 1.421
H 0.824 -4.560 2.641
H 1.715 -2.074 1.998
H 4.207 -2.340 2.486
H 4.029 -3.934 1.567
H 4.869 -2.055 0.070
H 3.295 -0.077 -0.651
H 3.990 0.141 1.093
H 2.236 -0.360 0.824
H 2.418 -2.043 -1.188
O 2.507 -5.276 -2.198
H 2.794 -4.429 -1.827
H 3.316 -5.799 -2.239
O 4.333 2.527 0.679
H 5.030 2.152 0.125
H 4.769 2.686 1.526
O -2.364 7.488 -1.823
H -2.603 8.213 -1.231
H -3.211 7.079 -2.044
O -4.939 -0.039 0.030
H -4.041 0.170 0.320
H -4.811 -0.517 -0.800
O 1.284 -1.067 -3.033
H 0.564 -1.189 -2.399
H 0.836 -0.799 -3.845
O -7.874 -0.427 -0.482
H -6.974 -0.218 -0.193
H -7.749 -0.906 -1.310
O -5.068 2.013 -2.863
H -5.805 1.452 -2.589
H -4.289 1.571 -2.501
O 3.136 -2.924 -4.686
H 2.895 -2.192 -4.102
H 2.292 -3.340 -4.900
O -0.606 -6.279 3.970
H -1.321 -6.389 4.609
H -1.057 -6.015 3.158
```

Output
* charge: 0
* SMILES: CC(C)CCc1c(Br)cc(OCCNC[C@H](C)O)c2nsnc12.O.O.O.O.O.O.O.O.O
* orbital gap: 0.24297 hartree

=====

Electronic energy for every record listed, in sequence, given in hartree: -1593.55905, -4296.88299, -2018.81307, -2860.91861, -3445.12544, -4598.65000.
Max |F| for every record listed, in sequence, given in eV/Å: 6.01, 6.26, 9.47, 6.00, 7.84, 5.58.